Density functional theory data (ωB97M-V with the def2-TZVPD basis set) for C22H22N4O5S in the gas phase.

## Properties
**Energy relative to the best compared isomer or geometry (same formula, charge and spin)**: 3.091 eV
**Calculated total energy**: -1844.914699 Ha
**HOMO-LUMO gap**: 8.95 eV
**Lowest unoccupied orbital energy**: 0.56 eV

The geometry in ORCA input format:
```
! wB97M-V def2-TZVPD RIJCOSX def2/J DEFGRID3
* xyz 0 1
H 2.31 0.36 -4.43
H -2.94 0.49 -1.03
H -0.78 1.82 1.45
N -1.86 -2.49 1.22
C 1.73 -0.27 -3.78
H 2.67 2.92 0.70
N -2.50 -1.57 0.47
H -1.28 -1.29 5.67
H -2.74 -0.87 4.71
C -0.28 -4.20 3.00
H -1.11 2.78 -5.27
H 1.70 -1.49 0.13
N -0.34 -1.36 0.11
H 2.35 4.23 -0.46
H 1.03 3.98 -4.92
C 0.88 -1.30 -4.03
C 1.03 -0.94 -1.84
C 1.22 3.36 -2.89
O -1.47 0.52 2.90
H 3.24 2.77 -0.98
H 0.35 -5.03 3.31
C -1.18 2.01 -3.27
C 0.93 -0.88 -0.35
C -1.69 -1.18 4.67
H 1.06 0.17 -0.03
O 0.27 -3.14 5.07
H -2.11 -2.53 3.11
C -0.50 1.21 2.28
C 2.44 3.15 -0.34
O 1.22 2.50 -0.60
H 1.66 1.37 2.56
S 0.68 -3.32 1.72
H -0.26 -2.54 -2.57
C 0.71 0.96 2.85
C -1.90 0.18 -1.17
O -1.01 1.25 -0.96
C -0.54 1.95 -2.05
C 0.43 -1.74 -2.76
H 1.18 -0.39 4.57
N -1.61 -2.47 4.00
C 0.47 0.04 3.90
C -0.88 -0.19 3.90
C 0.67 2.63 -1.84
H -2.12 1.51 -3.43
H 0.61 -1.70 -4.98
H -1.21 -4.56 2.54
H -1.78 -0.24 -2.19
H 2.15 3.89 -2.76
C -1.60 -0.90 -0.19
C -0.51 -3.22 4.14
O 1.83 -0.05 -2.46
C -0.61 2.74 -4.31
C 0.58 3.41 -4.12
C -0.58 -2.36 1.01
*
```


Density functional theory data (ωB97M-V with the def2-TZVPD basis set) for a molecular structure, C22H22NNdO3.

## Properties
**Calculated total energy**: -1693.302000 Ha
**HOMO-LUMO gap (spin up / spin down)**: 6.61 / 6.69 eV
**Lowest unoccupied orbital energy (spin up / spin down)**: -0.98 / -0.90 eV

The geometry in ORCA input format:
```
! wB97M-V def2-TZVPD RIJCOSX def2/J DEFGRID3
* xyz 0 4
C -0.69 0.80 5.40
H 0.63 2.92 -0.51
C -1.11 0.25 6.77
O -0.40 2.00 5.26
H -2.07 0.72 7.03
H 2.70 -1.72 1.56
H 0.76 -1.72 -4.06
C -1.15 -0.78 -3.44
C 1.05 1.63 2.51
C 0.01 1.29 -5.57
C 0.36 -0.07 -5.44
C -1.25 -1.23 6.55
H 1.35 -0.63 -8.70
H -1.68 2.62 0.93
H 1.07 -1.27 3.46
H 1.29 -2.48 -0.64
C -0.66 2.50 1.25
C 0.55 2.70 0.55
H 1.59 1.30 3.39
C -0.90 -1.41 5.07
O -0.81 -2.55 4.59
H -0.33 0.49 7.49
N -0.70 -0.20 4.47
C 0.64 1.27 -7.93
C 0.19 -0.82 -4.19
C 0.90 -2.36 0.36
H 0.76 1.79 -8.88
H -1.39 -1.66 -2.86
C 0.74 -1.53 2.46
H -2.28 -1.60 6.67
H 2.67 2.09 1.09
H -0.36 1.83 -4.70
C -0.58 -1.83 2.02
H -1.06 1.67 3.22
H -1.94 -0.20 -3.89
O -0.02 -0.03 -2.85
H -1.51 -1.70 2.55
C 0.16 1.95 -6.80
H -1.34 -2.50 0.10
H -0.53 -1.81 7.14
C -0.48 -2.38 0.73
H 1.09 -1.81 -6.51
C 0.84 -0.75 -6.60
H -0.09 3.01 -6.86
C 1.61 2.13 1.33
C 1.64 -1.82 1.44
C 0.98 -0.09 -7.82
C -0.34 1.83 2.44
Nd 0.10 0.14 0.40
*
```


Density functional theory data (ωB97M-V with the def2-TZVPD basis set) for 4 unconnected molecules or ions with the total composition C22H22NO13.

## Properties
**Calculated total energy**: -1884.359536 Ha
**HOMO-LUMO gap**: 2.80 eV
**Lowest unoccupied orbital energy**: 0.30 eV

The geometry in ORCA input format:
```
! wB97M-V def2-TZVPD RIJCOSX def2/J DEFGRID3
* xyz -1 1
H -8.67 -1.40 0.09
O 6.66 0.08 5.00
H -7.75 -4.65 2.77
H 1.06 1.52 -0.82
C 1.23 -0.49 -0.10
C -5.66 -2.07 0.46
H -0.20 5.70 -5.65
O 2.72 2.86 -2.15
O 4.48 -0.95 5.86
O 3.58 -2.27 1.43
O -9.03 -2.85 1.30
H 1.76 -0.22 0.83
O -7.75 -1.17 -0.16
H 0.61 -1.36 0.13
C -5.82 -4.03 2.13
C -7.16 -3.98 2.17
C -2.33 -0.55 0.20
H 3.46 3.56 -6.49
C 1.67 4.52 -5.69
C 0.81 4.73 -4.45
C 4.69 -1.07 4.56
H 2.91 -2.13 4.02
C -0.63 1.16 0.45
C 0.39 0.68 -0.59
O -5.06 -4.87 2.81
C 3.16 3.18 -4.41
H -0.12 1.74 1.23
C 6.37 -0.47 2.72
H 4.14 2.18 -3.21
O -1.30 0.11 1.10
C 1.11 4.20 -3.25
H 0.49 4.33 -2.38
H -5.03 -1.37 -0.10
H -1.38 1.79 -0.05
H -2.99 0.19 -1.50
H -0.13 0.40 -1.51
H 5.26 -0.45 6.19
O 1.27 5.07 -6.71
C 2.86 3.71 -5.60
C 3.85 -1.68 3.71
C -5.00 -3.08 1.26
H 1.99 -0.79 -0.84
C 2.31 3.40 -3.16
C -6.99 -2.03 0.51
H -1.73 -1.26 -0.42
H -4.14 -4.61 2.55
C 6.00 -0.43 4.11
H 4.93 -1.66 0.23
C 4.22 -1.74 2.32
N -3.16 0.30 -0.50
H 7.30 -0.01 2.41
C 5.53 -1.08 1.87
C -7.82 -2.99 1.36
O 5.72 -1.19 0.57
O -0.25 5.49 -4.69
O -3.79 -3.23 1.31
O 4.21 2.41 -4.16
H -2.86 -1.15 0.95
*
```


Density functional theory data (ωB97M-V with the def2-TZVPD basis set) for 2 unconnected molecules or ions with the total composition C22H22O4.

## Properties
**Energy relative to the best compared isomer or geometry (same formula, charge and spin)**: 4.668 eV
**Calculated total energy**: -1152.326901 Ha
**HOMO-LUMO gap**: 2.44 eV
**Lowest unoccupied orbital energy**: -2.70 eV

The geometry in ORCA input format:
```
! wB97M-V def2-TZVPD RIJCOSX def2/J DEFGRID3
* xyz 0 1
H 1.47 0.08 -0.84
C -3.28 -0.19 0.31
O -1.23 1.83 -2.69
H 1.45 3.51 -5.96
C -4.73 -1.68 1.54
C 2.14 3.90 -3.97
H -3.75 -3.39 2.50
C 0.09 2.71 -4.50
H 3.05 4.43 -4.30
H 3.73 -0.78 -0.20
C 1.23 3.37 -4.90
C -3.61 -2.49 1.89
C 1.86 -2.21 2.30
C 4.35 -3.40 2.76
H -0.83 0.28 -0.48
H 5.40 -3.65 2.78
O 4.22 -2.39 1.74
C -0.84 -0.49 0.30
C -4.54 -0.54 0.71
C 2.98 -1.90 1.49
H -5.83 -3.95 2.56
C 2.84 -1.04 0.37
H -7.23 -2.99 3.15
C -0.23 2.48 -3.09
H 1.97 -2.84 3.18
C -2.35 -2.14 1.45
H -3.12 0.67 -0.34
H 4.03 -3.02 3.74
C 1.86 3.72 -2.59
H -0.60 2.31 -5.24
C 0.72 3.05 -2.16
C -2.12 -0.94 0.71
H -1.54 -2.83 1.67
C 0.62 -1.70 1.96
H 3.75 -4.29 2.51
H 3.54 5.85 -2.58
C -6.16 -2.98 2.95
H -0.21 -1.88 2.64
H 0.55 2.94 -1.10
C 1.60 -0.58 0.02
H 4.32 5.25 -1.08
H -5.60 -2.74 3.86
H 4.51 4.34 -2.61
O -5.99 -1.94 1.96
O 2.68 4.20 -1.60
C 0.42 -0.94 0.76
H -5.42 0.03 0.41
C 3.84 4.96 -2.01
*
```


Density functional theory data (ωB97M-V with the def2-TZVPD basis set) for a molecular structure, C22H23BrCsN7O2S2.

## Properties
**Energy relative to the best compared isomer or geometry (same formula, charge and spin)**: 0.629 eV
**Calculated total energy**: -4776.407143 Ha
**HOMO-LUMO gap**: 6.35 eV
**Lowest unoccupied orbital energy**: -0.23 eV

The geometry in ORCA input format:
```
! wB97M-V def2-TZVPD RIJCOSX def2/J DEFGRID3
* xyz 0 1
H -1.67 3.69 5.20
H -2.43 5.05 6.04
H -5.46 -1.73 -3.73
N 0.37 1.74 0.80
H -1.75 -0.59 -3.82
C -4.55 4.20 2.35
C 5.38 -4.02 -2.08
C 5.10 -1.95 -0.93
C 2.88 -0.99 1.10
H 2.65 -2.94 0.24
H 5.01 -0.87 -0.93
C 5.04 -2.64 0.28
H 5.44 -5.79 -0.88
C -2.24 -2.65 -4.32
C -3.32 4.60 4.19
N 4.08 -1.15 1.82
C 5.19 -4.02 0.30
C -3.66 -2.42 -4.84
H -1.50 -2.64 -5.11
N 5.00 -1.93 1.52
H 5.32 -2.11 -3.05
H -3.69 -1.52 -5.46
C 2.19 2.51 2.16
C 5.34 -4.72 -0.89
C 2.23 0.27 1.29
C -2.12 4.67 5.06
H -1.51 4.48 2.06
H -4.66 -3.17 -3.06
H 3.77 1.11 2.54
C 0.98 0.53 0.69
H 5.18 -4.54 1.25
H -1.37 5.34 4.65
H -4.03 -3.25 -5.44
C 2.21 -1.96 0.36
C -4.50 -2.22 -3.59
O -3.91 0.28 -2.84
H 2.62 3.32 2.72
N -3.28 4.15 2.88
H 0.48 -2.53 -0.76
H -2.18 -3.62 -3.83
C 0.96 2.68 1.50
N -4.52 4.93 4.52
S -3.55 -1.14 -2.47
H -6.25 4.86 3.37
C 5.27 -2.64 -2.11
H 0.48 3.66 1.53
O -0.82 -0.29 -0.65
C -1.98 -1.53 -3.32
H -1.23 -1.72 -2.56
H -1.72 2.94 2.63
C 2.82 1.30 2.05
Cs -2.42 2.02 -0.74
S -5.07 3.79 0.83
N -2.17 3.72 2.16
N -5.26 4.68 3.39
Br 5.60 -4.98 -3.71
C 0.29 -0.50 -0.11
C 0.98 -1.73 -0.22
*
```


Density functional theory data (ωB97M-V with the def2-TZVPD basis set) for a molecular structure, C22H23BrMgN4.

## Properties
**Calculated total energy**: -3845.189017 Ha
**HOMO-LUMO gap**: 3.00 eV
**Lowest unoccupied orbital energy**: 4.14 eV

The geometry in ORCA input format:
```
! wB97M-V def2-TZVPD RIJCOSX def2/J DEFGRID3
* xyz -2 1
C -15.28 5.58 -8.43
H -13.01 1.18 -12.88
H -11.44 3.81 -10.98
C -14.04 4.21 -5.32
C -15.10 6.41 -5.79
H -11.29 0.79 -11.15
H -15.71 3.36 -11.05
Br -9.99 -0.51 -2.59
C -11.69 1.37 -10.32
C -15.73 1.74 -9.52
C -11.85 2.85 -3.94
H -12.15 3.81 -3.52
H -11.27 -0.74 -5.22
H -16.47 7.39 -8.80
H -11.52 2.98 -12.54
H -15.40 5.32 -9.47
C -12.14 3.33 -11.65
H -14.21 4.35 -4.26
C -13.64 1.35 -11.95
C -18.43 1.48 -10.20
C -14.57 5.20 -6.24
C -16.49 0.68 -8.97
H -19.51 1.41 -10.36
C -12.18 1.18 -5.68
H -14.56 1.87 -12.24
C -15.70 7.22 -6.77
N -13.36 3.22 -5.86
C -11.45 0.31 -4.94
H -16.02 8.26 -6.56
N -14.37 1.82 -9.19
C -10.86 0.70 -3.70
H -12.02 0.71 -9.55
C -12.50 2.41 -5.13
C -15.85 6.80 -8.07
H -13.84 0.27 -11.55
H -16.00 0.01 -8.22
N -14.66 4.84 -7.55
H -12.88 4.09 -11.99
C -11.07 1.98 -3.19
C -16.35 2.56 -10.52
N -13.59 2.73 -9.87
H -18.28 -0.44 -9.12
C -17.83 0.52 -9.36
Mg -13.42 3.15 -7.87
C -12.82 2.18 -10.90
H -11.00 2.04 -9.85
H -14.99 6.73 -4.74
H -10.73 2.18 -2.12
C -17.69 2.49 -10.81
H -12.60 0.91 -6.63
H -18.09 3.25 -11.49
*
```


Density functional theory data (ωB97M-V with the def2-TZVPD basis set) for a molecular structure, C22H23Cl2HfN2O4.

## Properties
**Energy relative to the best compared isomer or geometry (same formula, charge and spin)**: 1.632 eV
**Calculated total energy**: -2230.849096 Ha
**HOMO-LUMO gap**: 7.35 eV
**Lowest unoccupied orbital energy**: -3.98 eV

The geometry in ORCA input format:
```
! wB97M-V def2-TZVPD RIJCOSX def2/J DEFGRID3
* xyz 1 1
C -0.28 2.53 -1.50
H 3.65 0.60 0.90
H 2.38 0.48 2.15
C -0.53 4.09 0.74
N -0.79 1.99 -0.38
H -1.33 2.29 1.59
C -1.17 -0.23 2.60
C -3.31 -0.05 4.45
C -0.07 -0.53 -3.45
C 0.03 1.25 -5.03
C 2.76 1.07 1.31
H -0.11 3.20 -4.15
O 1.77 -0.04 -0.47
C 0.15 3.85 -1.54
C -0.95 -0.22 4.00
C -2.53 -0.19 2.17
H 0.10 1.62 -6.04
H 0.16 -0.83 -5.56
C 0.18 -2.37 -0.68
N -0.20 0.31 -2.43
C 0.30 -3.21 0.61
H 0.45 -5.10 -0.43
O -0.17 -0.27 1.78
C -1.08 -3.48 1.21
H -0.05 -1.59 -3.21
H 0.91 -2.66 1.34
C -2.90 -0.26 0.80
Cl 0.68 -0.32 4.54
H -1.67 -2.57 1.34
Hf -0.08 -0.26 -0.21
O 1.78 1.19 0.29
Cl -4.58 0.07 5.61
C 0.05 -0.11 -4.76
H -0.65 4.67 1.64
C -1.98 -0.12 4.90
C -3.58 -0.10 3.12
C -0.19 1.63 -2.68
H -1.64 -4.15 0.55
H 2.98 2.08 1.62
C 0.02 4.64 -0.41
H 0.35 5.67 -0.43
C -0.09 2.13 -3.97
H 0.60 4.25 -2.43
H -3.97 -0.18 0.59
H -4.61 -0.07 2.77
H -1.00 -3.97 2.18
H -1.77 -0.11 5.96
H -0.60 -2.81 -1.32
H 2.01 -4.39 -0.01
H 1.14 -2.45 -1.22
O -2.14 -0.38 -0.18
H 1.03 -5.16 1.24
C 0.99 -4.55 0.34
C -0.91 2.76 0.71
*
```


Density functional theory data (ωB97M-V with the def2-TZVPD basis set) for a molecular structure, C22H23Cl3GeN6O2PtS.

## Properties
**Energy relative to the best compared isomer or geometry (same formula, charge and spin)**: 1.325 eV
**Calculated total energy**: -5305.879198 Ha
**HOMO-LUMO gap (spin up / spin down)**: 5.55 / 6.06 eV
**Lowest unoccupied orbital energy (spin up / spin down)**: -4.05 / -4.02 eV

The geometry in ORCA input format:
```
! wB97M-V def2-TZVPD RIJCOSX def2/J DEFGRID3
* xyz 1 2
H 2.87 1.28 -0.49
C -0.22 -1.16 -5.94
H 0.07 -4.92 4.80
Cl -2.80 -6.41 2.03
H -3.55 0.60 -1.10
H 1.36 -1.63 6.32
H 2.74 -2.43 5.58
C 0.97 0.61 -2.25
H -0.52 -1.61 -6.87
C 2.65 2.09 -1.18
N 1.31 -1.15 3.12
O 2.18 -0.12 3.00
C 2.02 -1.63 5.45
C 0.66 -0.02 -1.10
H -1.71 -2.18 -4.78
H -0.94 -3.81 5.70
C 1.41 2.93 -3.07
C 1.22 -1.83 4.20
H 2.57 -0.69 5.48
C -0.50 -0.90 -3.57
C 2.06 4.14 -2.95
Cl -3.17 -3.36 0.37
H -1.00 -1.18 -2.65
N -2.60 1.30 0.49
H 2.07 0.99 -4.70
C -2.50 0.95 1.80
O -1.46 -3.92 3.08
C 0.84 -0.27 -5.91
C -0.89 -1.48 -4.76
N -2.48 2.13 2.42
H 1.38 -0.04 -6.82
N -2.53 3.20 1.58
C -2.60 2.68 0.40
N -2.74 0.38 -0.54
H -3.55 3.15 -1.45
H 0.65 2.79 -3.83
H 1.82 4.95 -3.63
H -1.89 0.34 -1.09
H 4.07 3.44 -0.32
C 0.55 0.02 -3.53
C 1.70 1.89 -2.18
C 1.23 0.32 -4.72
H -2.39 2.27 3.42
C 0.03 -3.92 5.23
S -2.40 -0.57 2.53
N -0.52 -2.91 3.08
C 3.02 4.33 -1.97
C 0.20 -2.91 4.15
C 3.32 3.30 -1.08
H -1.79 3.19 -1.49
Cl -0.12 -4.97 0.35
H 2.64 0.02 3.84
C -2.66 3.42 -0.88
Pt -0.25 -1.43 1.54
H 0.80 -3.83 5.99
H -2.68 4.48 -0.67
C 0.37 -0.60 -0.02
Ge -1.88 -4.60 1.47
H 3.54 5.27 -1.88
*
```


no.,maximum force (eV/Å)
1,1.3
2,3.7
3,0.6
4,1.6
5,0.4
6,5.2
7,4.1
8,0.2